No. 1
C20H17IrN3O8 as an isolated structure at a distorted geometry, computed with ωB97M-V/def2-TZVPD.

For the highest occupied orbital energy, the calculation gives -5.61 eV. The total charge is -1. The calculation puts the relative energy (zero: lowest compared OMol25 entry of this formula, charge and spin) at 38.1 kcal per mole. Its largest force on an atom is 4.21 eV/Å.

Structure (XYZ):
```
49
C20H17IrN3O8, DFT ωB97M-V/def2-TZVPD
Ir 0.3335 -0.4146 -0.1462
O -1.1939 2.8694 1.9263
C -0.9289 2.2374 0.9168
O -1.2291 1.0200 0.6412
C -0.2037 3.0340 -0.2197
C -0.4783 2.4190 -1.5912
C -0.0469 3.4183 -2.6800
C 1.4979 3.2984 -2.6032
C 1.6604 2.2639 -1.4766
O 0.5235 1.4052 -1.6987
C 1.3347 2.9463 -0.1386
C 1.9017 2.0900 1.0465
O 2.6518 2.6674 1.8230
O 1.5546 0.8678 1.0610
H -0.5632 4.0581 -0.1369
H -1.4680 1.9856 -1.7092
H -0.4187 3.1062 -3.6566
H -0.4153 4.4200 -2.4658
H 1.9174 2.9126 -3.5327
H 1.9950 4.2352 -2.3593
H 2.5786 1.6880 -1.4828
H 1.8125 3.9160 -0.0185
C -0.6183 -1.1631 5.4018
C 0.1955 -0.3689 4.6082
C 0.3115 -0.6070 3.2519
C -0.4193 -1.6339 2.6533
C -1.2193 -2.4572 3.4673
C -1.3092 -2.2209 4.8215
N -0.3806 -1.8222 1.2727
N -1.0775 -2.7670 0.7881
C -1.4098 -2.6335 -0.5152
C -2.1435 -3.6218 -1.1864
C -2.5637 -3.3978 -2.4783
C -2.2436 -2.2063 -3.1285
C -1.4761 -1.2425 -2.4823
C -1.0383 -1.4439 -1.1875
H -0.7159 -0.9592 6.4601
H 0.7336 0.4620 5.0437
H 0.9476 0.0237 2.6440
H -1.7743 -3.2517 2.9927
H -1.9469 -2.8462 5.4339
H -2.3605 -4.5526 -0.6773
H -3.1487 -4.1515 -2.9900
H -2.5820 -2.0376 -4.1429
H -1.2071 -0.3321 -3.0051
O 3.4418 -2.1379 -2.2973
N 2.5457 -1.6533 -1.6216
O 2.5879 -0.4718 -1.2116
O 1.5187 -2.3137 -1.3057
```

=====

No. 2
One molecule with the formula C20H17N3O5S at a distorted geometry, computed with ωB97M-V/def2-TZVPD.

For the highest occupied orbital energy, the calculation gives -7.91 eV. Its structure (SMILES) is Cc1nc(S/C(=C/c2ccc(OCc3ccc(C(=O)O)cc3)cc2)C(=O)O)n[nH]1. The calculation puts the relative energy (zero: lowest compared OMol25 entry of this formula, charge and spin) at 14.9 kcal per mole. Its largest force on an atom is 1.06 eV/Å.

Structure (XYZ):
```
46
C20H17N3O5S, DFT ωB97M-V/def2-TZVPD
C -8.1558 -2.6043 -0.3301
C -6.8934 -1.8781 -0.0765
N -6.7083 -0.9111 0.7907
C -5.4067 -0.5791 0.6373
S -4.6575 0.6662 1.5831
C -3.1361 0.8741 0.7050
C -2.0344 1.2414 1.3757
C -0.7653 1.6376 0.7926
C 0.4179 1.3803 1.4831
C 1.6489 1.7313 0.9638
C 1.7223 2.3796 -0.2648
O 2.8721 2.7811 -0.8756
C 4.1006 2.5711 -0.2187
C 4.5005 1.1210 -0.0903
C 3.9935 0.1677 -0.9651
C 4.3676 -1.1569 -0.8526
C 5.2667 -1.5422 0.1377
C 5.6992 -2.9469 0.2952
O 6.4753 -3.3362 1.1326
O 5.1425 -3.7816 -0.5978
C 5.7828 -0.5865 1.0115
C 5.3990 0.7334 0.8990
C 0.5408 2.6726 -0.9497
C -0.6797 2.3081 -0.4306
C -3.2186 0.6957 -0.7681
O -4.0395 1.2075 -1.4840
O -2.2430 -0.0959 -1.2273
N -4.7740 -1.2968 -0.2679
N -5.7341 -2.1230 -0.7262
H -8.9146 -2.2351 0.3525
H -8.4863 -2.4423 -1.3552
H -8.0181 -3.6733 -0.1747
H -2.0900 1.2695 2.4564
H 0.3741 0.8743 2.4363
H 2.5408 1.4898 1.5205
H 4.8348 3.0907 -0.8462
H 4.0985 3.0526 0.7693
H 3.2986 0.4709 -1.7338
H 3.9695 -1.8968 -1.5287
H 5.4641 -4.6833 -0.4434
H 6.4789 -0.9033 1.7731
H 5.7954 1.4723 1.5807
H 0.6119 3.1984 -1.8890
H -1.5830 2.5744 -0.9581
H -2.3332 -0.2025 -2.1872
H -5.5245 -2.7865 -1.4546
```

=====

No. 3
C20H17N3O5SW as an isolated structure, computed with ωB97M-V/def2-TZVPD.

For the highest occupied orbital energy, the calculation gives -13.98 eV. The total charge is +2. The calculation puts the relative energy (zero: lowest compared OMol25 entry of this formula, charge and spin) at 9.9 kcal per mole. Its largest force on an atom is 0.85 eV/Å.

Structure (XYZ):
```
47
C20H17N3O5SW, DFT ωB97M-V/def2-TZVPD
W -0.8809 0.3708 -0.4899
O -1.8430 2.3418 -0.9695
C -2.6486 1.4148 -0.7104
O -2.4646 0.3096 -1.5465
C -3.5641 1.2818 0.4870
C -3.8470 -0.2168 0.5992
C -4.7292 -0.5819 1.7829
C -3.7499 -0.4925 2.9724
C -2.5168 0.0785 2.3084
O -2.4736 -0.6226 1.0072
C -2.7472 1.5264 1.8251
C -1.3817 2.1557 1.6750
O -1.0177 3.2100 2.0358
O -0.4603 1.2332 1.0813
H -4.4392 1.9239 0.4016
H -4.1020 -0.6974 -0.3368
H -5.1404 -1.5814 1.6687
H -5.5639 0.1126 1.8638
H -3.5339 -1.4745 3.3876
H -4.0983 0.1476 3.7804
H -1.5820 -0.0855 2.8336
H -3.3113 2.1315 2.5297
N 3.0949 -0.3767 -1.5551
C 3.9764 0.7172 -1.2875
C 5.3327 0.4781 -1.1761
C 6.1820 1.5296 -0.8609
C 5.6634 2.7938 -0.6309
C 4.2937 3.0197 -0.7197
C 3.4552 1.9780 -1.0708
S 1.7396 2.2913 -1.3399
N 1.0798 0.7053 -1.1170
C 1.7991 -0.3893 -1.3208
C 1.0818 -1.7038 -1.2519
C 1.6630 -2.9278 -1.4716
C 0.8674 -4.0739 -1.4448
C -0.4855 -3.9600 -1.1786
C -1.0017 -2.7039 -0.9135
N -0.2379 -1.6054 -0.9513
H 3.5517 -1.2590 -1.7298
H 5.7279 -0.5189 -1.3353
H 7.2457 1.3535 -0.7884
H 6.3230 3.6123 -0.3785
H 3.8863 4.0055 -0.5346
H 2.7185 -3.0310 -1.6807
H 1.3085 -5.0437 -1.6329
H -1.1297 -4.8270 -1.1587
H -2.0403 -2.5499 -0.6575
```

=====

Question: Which value of highest occupied orbital energy does entry 1 give?
Answer: -5.61 eV

=====

Question: Number 3 is which compound?
Answer: C20H17N3O5SW

=====

Question: Look up the highest occupied orbital energy of the third one.
Answer: -13.98 eV

=====

Question: What is the formula in the first record?
Answer: C20H17IrN3O8